1.
Molecular formula: C4H10N3
Method: DFT, ωB97M-V with the def2-TZVPD basis set

Atoms and positions in Å:
1 C 0.290 -1.292 -0.495
2 C -1.037 -0.936 0.354
3 C 1.590 1.397 -0.186
4 C -1.255 1.423 0.252
5 N 1.445 -0.873 0.250
6 N 2.023 0.270 0.222
7 N -1.607 0.220 -0.159
8 H 0.240 -2.340 -0.540
9 H 0.106 -0.955 -1.530
10 H -1.691 -1.835 0.508
11 H -0.689 -0.752 1.321
12 H -2.367 -0.066 -0.781
13 H 2.159 2.310 0.122
14 H -0.503 1.348 1.015
15 H 0.730 1.291 -0.841
16 H -1.513 2.365 -0.146
17 H 2.078 -1.574 0.632

Atomic forces in eV per Å
C -2.3 0.6 0.8
C 2.2 -3.0 0.1
C 0.5 -0.9 0.0
C 0.0 -3.8 -0.6
N 0.2 -2.0 -0.8
N 1.8 2.7 1.7
N -2.0 3.2 0.2
H 0.5 -1.5 -0.1
H 0.8 0.3 0.3
H 0.0 1.1 -0.9
H 0.7 0.4 1.6
H 0.1 1.5 -0.5
H -0.7 -0.9 -0.9
H 0.1 0.5 0.4
H -0.4 1.2 -0.3
H -0.9 0.7 -0.6
H -0.6 0.0 -0.5

Summary:
ΔE to the lowest compared entry with this formula, charge and spin: 104.9 kcal/mol
charge: +1
M: 100.14 g/mol
max |F|: 3.87 eV/Å
structure (SMILES): C=NNCC[NH+]=C
highest occupied orbital energy: -12.6 eV

---

2.
Molecular formula: C2H11O6
Method: DFT, ωB97M-V with the def2-TZVPD basis set

Atoms and positions in Å:
1 O -0.152 0.163 0.053
2 C 0.700 0.781 0.794
3 O 0.650 0.970 2.015
4 C 1.836 1.351 -0.055
5 H 2.047 0.836 -0.956
6 H 1.552 2.410 -0.302
7 H 2.758 1.374 0.427
8 H -1.437 1.783 -1.277
9 H -2.058 0.762 -0.451
10 O -2.252 1.356 -1.149
11 H -0.906 -1.444 -1.341
12 H -1.026 -0.513 -2.600
13 O -1.318 -1.361 -2.211
14 H 0.829 -1.389 -0.185
15 H 1.026 -2.848 0.416
16 O 1.488 -2.070 0.094
17 H -0.771 -0.078 2.183
18 H -1.651 -1.337 1.940
19 O -1.315 -0.746 2.606

Atomic forces in eV per Å
O 0.1 -0.1 0.8
C 0.0 -0.3 -1.2
O 0.0 0.1 -0.6
C -1.1 1.7 0.1
H -0.5 -0.7 -1.0
H 0.3 -0.8 0.1
H 1.5 0.3 1.4
H 1.6 0.8 -0.2
H 0.6 -1.2 1.2
O -2.3 0.6 -1.2
H 0.0 0.6 -0.3
H -0.2 -0.6 0.9
O 0.1 -0.1 -0.6
H 0.2 -0.4 0.6
H -0.2 0.3 0.0
O 0.2 0.1 -0.5
H 0.6 0.4 -0.3
H 0.0 0.0 -0.5
O -0.9 -0.7 1.3

Summary:
ΔE to the lowest compared entry with this formula, charge and spin: 15.7 kcal/mol
charge: -1
M: 131.10 g/mol
max |F|: 2.67 eV/Å
highest occupied orbital energy: -5.7 eV

---

3.
Molecular formula: C4H4S2
Method: DFT, ωB97M-V with the def2-TZVPD basis set

Atoms and positions in Å:
1 C -0.735 -0.905 0.148
2 C -1.757 -0.139 -0.222
3 C 1.538 0.390 -0.367
4 C 0.347 0.438 0.524
5 S 2.986 -0.238 -0.088
6 S -1.038 1.477 -0.096
7 H -0.456 -1.931 0.446
8 H -2.780 -0.297 -0.613
9 H 1.223 0.810 -1.241
10 H 0.673 0.394 1.510

Atomic forces in eV per Å
C 2.4 1.9 1.5
C -0.2 0.3 -0.6
C -0.5 -0.8 1.9
C -1.5 -3.2 -2.3
S -0.1 0.1 0.2
S 0.0 0.0 0.5
H -0.6 0.6 -0.6
H 0.8 -0.2 0.5
H 0.0 1.0 -3.0
H -0.2 0.4 2.1

Summary:
ΔE to the lowest compared entry with this formula, charge and spin: 58.7 kcal/mol
charge: 0
M: 116.21 g/mol
max |F|: 4.23 eV/Å
highest occupied orbital energy: -8.8 eV

---

4.
Molecular formula: C41H34Cl2GeN4SW
Method: DFT, ωB97M-V with the def2-TZVPD basis set

Atoms and positions in Å:
1 W -1.913 1.778 -3.268
2 N -3.123 2.180 0.840
3 C -3.950 1.079 1.345
4 C -4.670 1.243 2.509
5 C -5.521 0.228 2.939
6 C -5.796 -0.840 2.132
7 C -5.136 -0.964 0.917
8 C -4.200 0.000 0.531
9 S -3.087 -0.206 -0.790
10 N -2.948 1.436 -1.351
11 C -2.929 2.397 -0.461
12 C -2.559 3.752 -0.991
13 C -3.075 4.942 -0.529
14 C -2.549 6.129 -1.112
15 C -1.662 6.075 -2.126
16 C -1.464 4.844 -2.730
17 N -1.875 3.702 -2.191
18 H -2.957 2.937 1.482
19 H -4.544 2.149 3.112
20 H -6.104 0.341 3.858
21 H -6.448 -1.667 2.388
22 H -5.386 -1.807 0.258
23 H -3.796 5.029 0.243
24 H -2.888 7.132 -0.791
25 H -1.031 6.862 -2.475
26 H -0.874 4.721 -3.681
27 C -0.672 2.663 -7.372
28 C 0.743 2.565 -7.263
29 C 1.308 2.248 -6.027
30 C 0.497 2.145 -4.895
31 N -0.792 2.238 -5.064
32 C -1.384 2.465 -6.230
33 C 0.963 1.756 -3.516
34 C 2.330 1.692 -3.231
35 C 2.707 1.249 -1.991
36 C 1.777 0.710 -1.090
37 C 0.426 0.779 -1.369
38 C -0.029 1.376 -2.599
39 H -1.051 2.883 -8.344
40 H 1.439 2.752 -8.088
41 H 2.324 2.117 -5.935
42 H -2.468 2.446 -6.164
43 H 3.038 2.026 -3.952
44 H 3.756 1.242 -1.710
45 H 2.133 0.355 -0.179
46 H -0.287 0.448 -0.607
47 Cl -4.442 1.917 -4.916
48 C -4.567 0.289 -4.212
49 Cl -2.981 -0.445 -4.394
50 H -5.274 -0.333 -4.733
51 H -4.879 0.340 -3.187
52 C 0.628 -5.489 4.034
53 Ge 1.812 -3.999 3.897
54 C 1.210 -2.326 4.414
55 C 1.417 -1.400 3.397
56 C 0.718 -0.210 3.399
57 C -0.038 0.143 4.536
58 C -0.230 -0.715 5.547
59 C 0.289 -2.001 5.407
60 C 3.259 -4.381 2.784
61 C 3.117 -5.428 1.830
62 C 4.140 -5.696 0.889
63 C 5.315 -4.960 0.845
64 C 5.528 -3.981 1.800
65 C 6.728 -3.222 1.890
66 C 6.883 -2.225 2.840
67 C 5.894 -2.015 3.786
68 C 4.732 -2.710 3.734
69 C 4.486 -3.692 2.767
70 H -0.405 -5.356 3.720
71 H 0.620 -5.866 5.063
72 H 1.112 -6.267 3.475
73 H 2.101 -1.544 2.565
74 H 0.716 0.449 2.545
75 H -0.571 1.128 4.588
76 H -0.918 -0.401 6.374
77 H -0.166 -2.767 6.126
78 H 2.224 -6.025 1.714
79 H 3.914 -6.464 0.073
80 H 6.036 -5.216 0.001
81 H 7.536 -3.393 1.213
82 H 7.797 -1.597 2.838
83 H 6.022 -1.249 4.450
84 H 3.963 -2.520 4.469

Atomic forces in eV per Å
W -1.4 0.5 0.6
N -0.6 -0.8 0.6
C -0.3 1.5 -0.1
C 0.3 0.3 0.7
C -0.8 0.8 0.7
C 0.4 -1.1 -0.8
C 0.1 0.0 -0.8
C -0.1 -0.8 0.3
S 0.2 -0.1 -0.8
N 0.0 0.0 -0.1
C 0.6 -0.2 -0.7
C -0.8 -0.5 -0.8
C 1.5 0.7 -1.0
C -1.5 0.9 1.3
C 1.0 -1.0 -0.8
C 1.3 -1.0 -1.1
N -0.6 -0.4 0.4
H -0.1 0.2 0.1
H -0.1 -0.3 -0.2
H 0.5 0.1 -0.2
H -0.2 0.4 0.3
H 0.4 0.4 0.3
H -0.4 -0.2 0.7
H 0.2 -0.8 0.2
H -0.3 0.9 -0.3
H -0.7 0.3 1.1
C 2.2 0.0 -0.2
C -0.2 0.0 0.8
C -2.0 0.7 -0.4
C 2.3 -0.7 0.0
N -2.1 -0.2 1.7
C -0.9 0.1 -0.7
C 0.1 0.2 -1.2
C -1.1 0.2 0.3
C 0.6 -0.7 0.5
C -0.4 1.2 -1.6
C -0.6 0.7 -0.6
C 1.0 -1.0 1.0
H -0.7 0.1 -0.3
H -0.6 -0.2 0.1
H 2.1 -0.2 0.1
H 0.4 0.2 -0.5
H 0.5 0.2 -0.3
H -0.1 0.0 -0.1
H 0.4 -0.7 1.4
H 0.1 0.0 -0.4
Cl -0.5 0.0 0.6
C -0.4 0.1 -0.5
Cl 0.9 -0.1 0.5
H -0.2 0.0 -0.5
H 0.3 0.2 0.6
C 0.1 -0.3 0.7
Ge -0.5 -1.1 -0.3
C -0.5 0.6 0.2
C 0.2 1.2 -0.7
C -0.5 0.4 0.8
C -0.2 2.4 -2.2
C -0.9 -1.2 1.6
C -1.2 -1.5 2.1
C 0.2 -1.6 -1.6
C 0.6 0.6 0.1
C -0.8 -0.6 -1.2
C -0.2 -1.7 -1.7
C 0.0 1.2 1.4
C -0.2 0.8 0.7
C 1.1 -0.6 -1.2
C -0.5 -0.8 -1.3
C -0.2 -0.1 0.2
C 1.1 0.4 -0.2
H 0.1 0.3 -0.1
H -0.1 0.2 0.0
H 0.0 -0.5 -0.4
H 0.0 -0.4 0.1
H 0.3 0.1 -0.1
H 0.7 -0.9 -0.2
H 0.9 -0.7 -0.7
H 1.3 0.9 -1.0
H -0.1 0.1 0.3
H 0.5 1.1 1.4
H -0.8 0.6 1.5
H 0.2 -0.2 -0.5
H -0.7 -0.6 0.1
H 0.3 1.7 1.9
H 0.0 0.1 0.2

Summary:
⟨S²⟩: 3.783
ΔE to the lowest compared entry with this formula, charge and spin: 6.2 kcal/mol
charge: +3
M: 942.17 g/mol
max |F|: 3.25 eV/Å
highest occupied orbital energy (spin up / spin down): -14.2 / -14.2 eV
2S+1: 4